Molecular formula: C4H5N3O
Method: DFT, ωB97M-V/def2-TZVPD

Computed properties:
**Frontier orbital gap**: 8.574 eV
**Energy relative to the best compared isomer or geometry (same formula, charge and spin)**: 900.0 kJ/mol
**Maximum force**: 5.8 eV Å⁻¹
**Highest occupied orbital energy**: -0.3318 hartree

Last column: Löwdin charge in e.
Element x y z (Å)
C (2.828, 0.213, 0.187)  -0.22
C (0.431, -0.277, -0.200)  -0.38
C (0.015, 1.140, -0.107)  -0.03
C (-1.718, -0.888, 0.228)  -0.21
H (2.608, 1.543, -0.141)  0.10
H (3.432, 0.040, 1.733)  0.18
H (3.862, -0.331, -0.585)  0.12
H (0.830, 1.781, 0.172)  0.08
H (-2.628, -1.626, 0.462)  0.18
N (1.672, -0.736, -0.251)  -0.03
N (-1.248, 1.353, -0.008)  0.10
N (-0.509, -1.323, -0.062)  0.13
O (-2.106, 0.301, -0.006)  -0.02

Atoms 1-6, force components in eV/Å:
C 1.97 -0.30 -2.14
C 3.10 -1.96 0.19
C -1.29 -3.35 1.07
C 1.66 -5.31 -1.62
H 1.20 -4.19 1.28
H -2.09 0.48 -4.21


Molecular formula: C5H11N2
Method: DFT, ωB97M-V/def2-TZVPD

Computed properties:
**Frontier orbital gap**: 8.954 eV
**Charge**: +1
**Energy relative to the best compared isomer or geometry (same formula, charge and spin)**: 527.7 kJ/mol
**Maximum force**: 4.9 eV Å⁻¹
**Highest occupied orbital energy**: -0.5077 hartree

Last column: Löwdin charge in e.
Element x y z (Å)
C (-0.137, 0.113, -0.938)  -0.23
C (0.811, 0.020, -1.807)  0.11
C (-0.905, 0.915, -0.048)  -0.01
C (-2.885, -1.168, 0.792)  0.20
C (2.691, 0.872, 0.721)  -0.03
N (-1.691, -1.405, 0.360)  0.04
N (-0.797, -0.510, 0.187)  -0.02
H (1.348, -0.970, -1.979)  0.12
H (1.209, 0.734, -2.412)  0.06
H (-0.396, 1.519, 0.681)  0.12
H (-1.892, 1.288, -0.422)  0.15
H (2.525, 0.352, -0.179)  -0.04
H (-3.480, -2.039, 0.956)  0.11
H (-3.318, -0.299, 1.033)  0.08
H (3.824, 1.017, 0.736)  0.07
H (2.136, 1.759, 0.698)  0.00
H (2.294, 0.205, 1.460)  0.02
H (-1.336, -2.403, 0.161)  0.25

Atoms 1-6, force components in eV/Å:
C -0.24 -0.20 0.37
C 0.89 -4.70 0.18
C -2.40 1.22 -0.10
C 1.41 -4.58 -0.78
C 2.36 -0.82 -0.07
N -2.30 -2.29 -0.43


Molecular formula: C19H25N3OS
Method: DFT, ωB97M-V/def2-TZVPD

Computed properties:
**Frontier orbital gap**: 8.546 eV
**Energy relative to the best compared isomer or geometry (same formula, charge and spin)**: 0.0 kJ/mol
**Maximum force**: 0.8 eV Å⁻¹
**Highest occupied orbital energy**: -0.3232 hartree

Last column: Löwdin charge in e.
Element x y z (Å)
C (-1.391, 2.860, -1.951)  -0.06
C (-1.744, 1.416, -1.601)  -0.54
C (-2.525, 1.370, -0.287)  -0.04
C (-2.595, 0.802, -2.723)  -0.04
C (-0.491, 0.576, -1.521)  -0.30
N (-0.619, -0.630, -0.926)  0.10
C (0.396, -1.458, -0.971)  -0.51
S (0.202, -3.054, -0.272)  1.03
C (-1.471, -2.948, 0.442)  -0.33
C (-1.359, -2.471, 1.888)  -0.57
O (-1.575, -3.200, 2.830)  0.07
N (-0.982, -1.184, 1.984)  0.10
C (-0.519, -0.594, 3.220)  -0.30
C (-0.681, 0.923, 3.181)  -0.14
C (0.524, 1.424, 2.369)  -0.17
C (1.586, 0.309, 2.444)  -0.17
C (0.999, -0.763, 3.368)  -0.13
C (1.635, -1.102, -1.568)  -0.17
C (2.767, -1.927, -1.636)  -0.04
C (3.918, -1.454, -2.207)  -0.07
C (3.973, -0.151, -2.724)  -0.07
C (2.881, 0.674, -2.672)  0.00
C (1.682, 0.215, -2.096)  -0.20
N (0.599, 1.022, -2.074)  0.19
H (-0.843, 2.898, -2.887)  0.08
H (-2.299, 3.451, -2.044)  0.08
H (-0.767, 3.297, -1.176)  0.08
H (-2.745, 0.345, -0.001)  0.07
H (-1.957, 1.846, 0.509)  0.07
H (-3.465, 1.906, -0.401)  0.09
H (-2.847, -0.230, -2.487)  0.08
H (-2.051, 0.820, -3.665)  0.09
H (-3.516, 1.367, -2.843)  0.09
H (-1.884, -3.954, 0.411)  0.08
H (-2.041, -2.261, -0.181)  0.07
H (-0.808, -0.669, 1.131)  0.09
H (-1.070, -1.074, 4.032)  0.15
H (-1.634, 1.219, 2.746)  0.10
H (-0.637, 1.309, 4.199)  0.12
H (0.902, 2.362, 2.773)  0.10
H (0.246, 1.610, 1.330)  0.08
H (2.537, 0.680, 2.822)  0.10
H (1.771, -0.107, 1.452)  0.09
H (1.321, -1.769, 3.103)  0.11
H (1.279, -0.573, 4.404)  0.12
H (2.708, -2.926, -1.229)  0.09
H (4.794, -2.083, -2.261)  0.11
H (4.893, 0.201, -3.168)  0.11
H (2.904, 1.677, -3.066)  0.11

Atoms 1-6, force components in eV/Å:
C -0.05 -0.20 -0.03
C -0.20 0.21 -0.04
C 0.11 -0.06 -0.18
C 0.09 0.03 0.12
C 0.32 0.34 -0.14
N 0.14 -0.46 0.02


Which of these has the highest maximum force?
C4H5N3O


Among the records above, which one has the lowest frontier orbital gap?
C19H25N3OS